Record 1
Below is a cluster of 9 separate species, C50H55N6O8 in total at a distorted geometry, with properties calculated with ωB97M-V with the def2-TZVPD basis set.

## Properties
ΔE to the lowest compared entry with this formula, charge and spin: 134.3 kJ/mol
orbital gap: 7.84 eV
spin multiplicity: 1
charge: +1
lowest unoccupied orbital energy: -0.0918 hartree

Structure (XYZ):
```
119
Properties=species:S:1:pos:R:3:forces:R:3
C 30.794000 6.561000 3.717000 -0.100 0.570 -4.601
C 32.256000 6.985000 3.601000 -0.234 -1.078 3.599
N 33.074000 5.863000 4.227000 1.500 0.877 0.013
C 33.267000 5.579000 5.626000 3.684 -2.592 -8.253
C 34.298000 4.745000 5.671000 2.253 -0.705 -0.640
N 34.868000 4.611000 4.353000 -0.068 0.090 0.386
C 34.103000 5.324000 3.533000 -0.464 -0.493 0.032
C 36.164000 3.871000 4.036000 0.811 -0.040 1.848
H 30.466000 5.837000 2.937000 0.677 0.753 -0.556
H 30.150000 7.420000 3.553000 -0.193 0.033 0.526
H 30.514000 5.903000 4.445000 -0.221 -0.740 3.304
H 32.336000 7.816000 4.378000 0.513 -0.562 -1.563
H 32.765000 7.138000 2.652000 -0.750 0.494 -0.070
H 32.715000 5.910000 6.304000 -4.849 2.806 5.530
H 34.761000 4.313000 6.555000 -0.035 -0.187 -0.465
H 34.271000 5.383000 2.425000 -0.305 0.094 1.503
H 35.988000 2.839000 4.522000 0.664 1.477 -1.156
H 36.975000 4.438000 4.659000 -1.350 -1.184 -1.149
H 36.555000 3.834000 2.949000 -1.505 0.203 1.759
N 36.523000 -0.940000 6.696000 -0.457 1.921 -0.366
C 36.087000 0.043000 7.551000 0.695 -2.101 -2.017
C 35.087000 0.945000 7.208000 -0.359 1.734 -0.889
C 34.520000 0.910000 5.918000 3.788 -5.302 0.010
C 34.978000 -0.166000 4.997000 -0.730 2.300 2.174
C 36.072000 -0.964000 5.424000 -8.790 10.046 8.849
H 36.771000 -0.057000 8.369000 -0.710 0.917 1.285
H 34.803000 1.841000 7.787000 0.379 -0.838 0.295
H 33.836000 1.565000 5.548000 -2.044 1.822 -0.579
H 34.336000 -0.214000 4.103000 1.171 -0.390 0.001
H 36.516000 -1.537000 4.953000 7.009 -9.986 -8.759
N 31.060000 8.571000 0.431000 -1.528 -2.091 -0.049
C 32.000000 9.267000 0.870000 -4.035 7.333 -0.667
C 31.935000 10.670000 1.101000 2.017 0.015 2.111
C 30.753000 11.319000 1.043000 -2.448 -5.078 -2.179
C 29.602000 10.479000 0.588000 0.140 2.459 1.354
C 29.872000 9.151000 0.371000 -2.546 -2.066 -3.174
H 32.768000 8.818000 1.092000 8.517 -4.421 1.950
H 32.818000 11.176000 1.622000 -1.141 -0.698 -1.243
H 30.645000 12.287000 1.285000 -0.485 3.295 0.740
H 28.556000 10.975000 0.565000 1.916 -1.252 -0.197
H 29.261000 8.302000 -0.164000 -0.380 2.517 1.397
N 28.572000 4.773000 7.459000 1.234 -0.607 2.217
C 28.093000 5.555000 6.518000 -0.569 1.499 -0.139
C 28.405000 6.960000 6.527000 1.281 -4.204 3.258
C 29.257000 7.463000 7.515000 -1.953 2.101 -3.750
C 29.840000 6.619000 8.339000 -2.054 -4.273 0.194
C 29.460000 5.292000 8.429000 -2.642 -0.090 -4.368
H 27.311000 5.134000 5.753000 1.793 0.646 1.446
H 28.146000 7.443000 5.711000 -1.622 2.990 -3.367
H 29.434000 8.525000 7.469000 0.453 0.144 0.236
H 30.523000 6.735000 9.013000 4.057 2.290 3.931
H 29.850000 4.635000 9.169000 0.154 -0.561 0.315
N 32.296000 3.032000 2.300000 1.593 1.447 -0.366
C 31.842000 3.362000 1.079000 -2.530 1.047 0.348
C 30.434000 3.608000 0.882000 4.332 1.103 -4.719
C 29.597000 3.514000 1.880000 -4.219 -1.071 1.904
C 30.027000 3.036000 3.081000 2.113 -0.945 4.131
C 31.463000 3.022000 3.336000 -4.604 -0.974 -4.515
H 32.442000 3.700000 0.206000 0.380 -1.138 0.993
H 30.131000 3.925000 -0.178000 0.299 -0.426 1.826
H 28.529000 3.670000 1.713000 0.190 -0.088 0.038
H 29.430000 2.551000 3.987000 0.672 1.804 -2.217
H 31.664000 2.727000 4.284000 1.775 -0.762 2.659
C 32.081000 9.919000 6.339000 -3.605 3.107 -0.476
C 30.870000 10.762000 6.741000 5.209 -6.460 8.292
C 30.579000 10.935000 8.185000 2.227 -1.715 -3.658
C 31.367000 10.204000 9.102000 0.010 -0.255 0.982
C 32.408000 9.375000 8.746000 -3.363 3.365 -6.806
C 32.720000 9.249000 7.266000 0.788 -2.442 6.211
O 33.648000 8.271000 6.990000 -1.529 3.641 -6.472
O 29.636000 11.798000 8.597000 -0.222 1.155 -4.257
H 32.464000 9.969000 5.326000 -0.407 -0.226 -0.105
H 30.687000 11.403000 6.090000 -2.678 5.706 -5.706
H 31.126000 10.318000 10.168000 0.070 -0.005 -0.442
H 32.874000 8.802000 9.388000 2.488 -2.664 3.304
H 33.944000 7.777000 7.643000 1.810 -2.960 5.210
H 29.511000 12.159000 7.597000 -0.846 -0.118 3.849
C 31.621000 2.151000 11.247000 -0.470 1.186 -3.182
C 32.115000 2.737000 9.984000 -0.621 -0.637 2.193
C 33.011000 3.763000 10.055000 1.747 1.745 -0.210
C 33.425000 4.360000 11.225000 -2.422 -2.987 3.344
C 32.969000 3.806000 12.440000 -0.366 -0.115 0.659
C 32.041000 2.710000 12.440000 0.140 0.394 0.601
O 31.437000 2.260000 13.608000 0.989 0.291 -0.004
O 33.739000 4.210000 8.954000 -0.095 -0.627 -2.458
H 30.752000 1.462000 11.066000 1.210 0.480 0.983
H 31.731000 2.448000 9.019000 0.055 -0.419 -0.017
H 33.988000 5.206000 11.344000 1.702 1.883 -0.442
H 33.280000 4.224000 13.466000 -0.491 -0.516 -1.838
H 31.965000 2.491000 14.406000 -0.451 -0.100 -0.967
H 34.071000 5.117000 8.833000 -0.882 -0.442 1.240
C 40.009000 2.955000 6.060000 -2.329 -1.516 1.209
C 38.846000 2.646000 6.923000 0.931 3.168 -0.863
C 38.129000 3.748000 7.564000 3.310 -0.091 -2.304
C 38.676000 4.990000 7.367000 1.303 2.450 -1.016
C 39.900000 5.307000 6.636000 -1.621 0.424 0.596
C 40.504000 4.277000 5.948000 0.875 -1.154 0.489
O 41.691000 4.517000 5.257000 2.344 -3.108 1.296
O 37.026000 3.595000 8.269000 -1.883 -2.195 0.913
H 40.457000 2.086000 5.463000 -0.517 1.495 1.070
H 38.402000 1.694000 7.053000 0.096 -1.085 -0.215
H 38.088000 5.854000 7.716000 0.446 -0.302 0.198
H 40.326000 6.370000 6.582000 -0.845 -1.809 0.138
H 42.414000 3.731000 5.548000 -3.082 3.237 -1.279
H 36.476000 4.324000 8.569000 0.821 0.425 -0.289
C 35.106000 9.816000 3.648000 -0.179 1.683 1.403
C 35.625000 8.503000 3.748000 -2.835 -0.106 0.928
C 36.025000 7.966000 2.565000 1.325 0.732 -2.733
C 36.041000 8.782000 1.418000 -0.203 1.056 0.678
C 35.589000 10.108000 1.413000 1.853 -0.543 -2.013
C 35.232000 10.735000 2.573000 -0.848 -0.195 1.439
O 34.938000 12.117000 2.619000 0.146 -1.722 -0.411
O 36.504000 6.708000 2.410000 1.396 -1.207 -0.781
H 34.586000 10.252000 4.513000 0.451 -0.389 0.034
H 35.307000 7.818000 4.611000 0.941 1.348 -1.015
H 36.588000 8.582000 0.501000 -0.276 -0.984 0.124
H 35.819000 10.517000 0.413000 -0.692 0.786 0.915
H 34.666000 12.454000 3.485000 0.208 -0.609 -0.032
H 37.122000 6.686000 1.614000 -1.279 0.060 1.540
```
Positions in Å, forces in eV/Å.

---

Record 2
Below is a structure of composition C50H58AsN2O3STeTi at a distorted geometry, with properties calculated with ωB97M-V with the def2-TZVPD basis set.

## Properties
ΔE to the lowest compared entry with this formula, charge and spin: 68.9 kJ/mol
orbital gap (alpha / beta): 3.50 / 3.56 eV
spin multiplicity: 1
charge: +3
lowest unoccupied orbital energy (alpha / beta): -0.4474 / -0.4454 hartree

Structure (XYZ):
```
117
Properties=species:S:1:pos:R:3:forces:R:3
Ti 0.051264 -0.848077 -1.874186 -0.476 0.081 1.357
C -6.400942 0.545104 1.864416 0.524 1.146 0.388
C -4.917289 1.040324 2.342445 -1.570 0.512 -0.185
C -4.950990 2.624750 2.638572 -0.334 -1.103 0.379
C -4.374302 0.351062 3.575894 -0.024 -1.127 0.613
C -4.031082 0.685142 1.193307 1.282 -1.233 0.868
C -2.910346 -0.159582 1.224585 -0.312 0.629 1.050
C -2.050737 -0.204114 0.112607 2.012 -1.284 0.575
N -0.782889 -0.745735 0.072839 -0.307 -0.486 0.797
C -0.001523 -1.338653 1.044841 -2.963 2.874 -0.545
C -0.179622 -1.165877 2.419881 -0.004 -0.438 0.846
C 0.495704 -2.012903 3.248015 0.322 0.304 0.784
C 1.410331 -2.977174 2.699326 -0.353 -1.633 -1.607
C 1.553192 -3.180855 1.304822 1.063 -0.395 1.166
C 0.954498 -2.186931 0.499641 1.873 -1.611 -2.016
O 1.218692 -2.078645 -0.805755 -1.466 1.385 0.612
C 2.446623 -4.351004 0.721574 -0.651 -0.155 1.043
C 3.886492 -3.850458 0.728942 -0.090 0.839 -0.834
C 2.222484 -5.609899 1.629161 0.054 -0.125 -1.253
C 2.047747 -4.758200 -0.691344 -1.094 -0.587 0.411
C 0.241710 -2.106512 4.738902 0.519 0.015 0.978
C -0.715492 -1.064889 5.326949 -0.731 -0.107 0.359
C 1.535959 -2.030389 5.581262 0.233 -0.645 0.041
C -0.366803 -3.512390 4.961062 -2.087 0.234 -0.491
C -2.438289 0.272798 -1.164318 -0.189 0.830 -1.028
O -1.587196 0.101191 -2.209666 0.176 -0.802 1.866
C -3.660643 0.956341 -1.227557 -0.509 1.017 -0.366
C -4.398047 1.168825 -0.043080 1.107 0.698 -2.767
C -4.114426 1.566410 -2.547553 -0.705 0.429 0.078
C -4.295107 0.445793 -3.579082 0.161 0.520 -0.512
C -5.525724 2.226861 -2.460471 -0.316 -0.205 -0.701
C -3.157935 2.660109 -3.072843 1.805 -2.293 -0.110
H -7.124042 0.730473 2.679693 0.414 -0.432 -0.277
H -6.352464 -0.496521 1.552712 -0.154 -0.149 0.363
H -6.823411 1.104428 0.980348 0.734 -0.305 0.938
H -5.460228 2.807278 3.627686 0.155 -0.296 -1.211
H -5.396999 3.234627 1.839560 -0.090 -0.369 0.294
H -3.944627 2.980190 2.790604 0.548 0.081 -0.048
H -4.962441 0.539366 4.481859 0.061 -0.054 -0.306
H -3.349967 0.672724 3.770604 0.012 0.454 0.094
H -4.243604 -0.754403 3.462390 -0.636 0.676 -0.001
H -2.594686 -0.753244 2.092533 -0.491 0.647 -0.364
H -0.861067 -0.437849 2.834397 0.059 -0.007 -0.148
H 1.853006 -3.738101 3.397536 -0.290 1.053 -0.879
H 4.139752 -3.471137 1.715794 0.293 -0.056 0.061
H 3.886881 -2.976733 0.013024 0.471 -0.754 0.656
H 4.622694 -4.607384 0.399975 -0.446 0.327 0.177
H 2.782424 -5.562826 2.560730 -0.282 0.040 0.190
H 2.608669 -6.504193 1.072943 -0.341 0.747 0.551
H 1.125813 -5.741407 1.755300 0.756 -0.116 0.288
H 2.257284 -3.985657 -1.393035 -0.132 0.593 -0.605
H 0.965894 -5.061679 -0.710145 0.907 0.317 -0.237
H 2.636768 -5.611342 -1.011369 0.052 -0.275 0.185
H -0.342905 -0.023053 5.222045 -0.347 -0.612 -0.146
H -0.886741 -1.235745 6.430019 0.462 0.046 -1.152
H -1.712802 -1.222908 4.877285 0.222 0.543 0.062
H 1.943548 -1.014561 5.792364 -0.311 -0.714 -0.543
H 2.269717 -2.702641 5.099620 0.157 0.588 0.567
H 1.275529 -2.489052 6.550521 0.305 0.266 -0.284
H -1.273018 -3.649200 4.338865 0.255 0.353 -0.082
H -0.805465 -3.568366 5.950680 0.424 -0.072 0.460
H 0.171401 -4.417567 4.746756 0.985 -0.058 0.126
H -5.267538 1.809702 -0.112162 0.087 -0.151 -0.059
H -4.925125 -0.326691 -3.145919 -0.143 -0.165 -0.204
H -3.352644 -0.005958 -3.943899 -0.518 0.336 0.145
H -4.841116 0.966041 -4.391531 0.438 -0.932 -0.002
H -6.281585 1.502570 -2.090577 0.336 0.363 -0.235
H -5.816041 2.487186 -3.531666 0.238 -0.093 1.553
H -5.585101 3.132762 -1.833217 0.176 -0.282 -0.313
H -2.139699 2.180869 -3.342317 -1.429 0.850 0.454
H -2.991134 3.439076 -2.352058 -0.059 0.503 0.201
H -3.573176 3.006913 -3.994701 -0.193 0.613 -0.492
O 0.224586 -1.974427 -3.402570 2.653 4.127 -0.042
N 0.983119 -0.704932 -3.545756 -0.992 -4.056 -2.635
Te 2.286340 -0.779446 -5.124037 0.181 -0.781 1.660
C 3.052222 -2.689045 -4.823309 -1.489 -0.764 -1.925
C 4.114197 -3.190825 -4.120750 0.706 1.236 2.472
C 4.529273 -4.476855 -4.502018 -0.486 -0.238 -0.771
C 3.792765 -4.996408 -5.550073 -0.674 0.474 0.280
S 2.504839 -3.909897 -5.974173 0.862 -0.106 -0.120
H 4.475222 -2.629619 -3.213873 0.107 -0.717 -1.219
H 5.314999 -5.055737 -4.058134 0.322 0.128 0.278
H 3.904955 -5.996746 -6.015541 -0.224 0.923 0.318
C 5.742821 1.405777 0.584807 -0.817 -0.038 0.282
C 4.595125 0.958240 1.249582 0.632 -0.049 -0.142
C 3.377239 0.986770 0.582606 -0.278 -0.322 0.889
C 3.251521 1.573760 -0.675582 0.108 -1.608 -0.160
C 4.424162 1.929870 -1.354866 -0.901 0.550 -1.244
C 5.646716 1.906354 -0.702160 0.760 -0.201 -0.416
As 1.425136 1.563550 -1.432064 1.186 2.330 0.307
C 1.783910 2.896592 -2.884352 -2.007 -1.420 -0.624
C 2.265484 4.138949 -2.561814 1.362 -0.804 0.857
C 2.688727 4.991973 -3.565876 -0.814 0.321 -0.389
C 2.249467 4.810884 -4.864849 0.096 -1.307 -1.001
C 1.568812 3.589173 -5.174814 0.282 1.033 -0.123
C 1.339716 2.638131 -4.201661 0.500 0.098 0.912
C 0.706271 2.932008 -0.199832 -1.738 0.424 0.372
C -0.161147 3.964904 -0.696823 1.209 -1.187 1.162
C -0.717123 4.875050 0.212066 0.114 0.711 -0.877
C -0.407643 4.902783 1.559478 0.310 -1.479 0.620
C 0.430283 3.852753 2.043827 -0.994 1.231 -0.201
C 0.916804 2.874287 1.189105 0.814 -0.758 0.480
H 6.695282 1.307675 1.065369 0.351 0.176 0.170
H 4.706179 0.573711 2.271133 -0.273 0.022 -0.526
H 2.520648 0.512801 1.092020 0.348 0.377 -0.345
H 4.348360 2.212629 -2.435764 0.227 0.013 1.185
H 6.573902 2.207939 -1.215422 -0.663 -0.132 0.154
H 2.480194 4.342769 -1.515400 0.194 0.191 -0.225
H 3.315100 5.810296 -3.301870 0.123 0.771 0.108
H 2.508734 5.530581 -5.670908 -0.284 -0.646 0.729
H 1.219215 3.364891 -6.171991 -0.001 0.329 -0.176
H 0.739895 1.747362 -4.401110 0.177 0.099 -0.148
H -0.256624 4.068416 -1.768166 -0.461 0.104 0.031
H -1.329893 5.688830 -0.168565 -0.029 -0.222 -0.122
H -0.895077 5.649824 2.218424 0.687 -0.587 -0.439
H 0.681991 3.809871 3.097479 -0.015 -0.016 -0.074
H 1.546232 2.086128 1.691790 -0.812 0.980 -0.898
```
Positions in Å, forces in eV/Å.

---

Values for molecular weight, g mol⁻¹, ordered as above
868.02, 1017.48